The following is a DFT calculation (ωB97M-V with the def2-TZVPD basis set) of one molecule with the formula C2H5OP.

Cartesian coordinates (Å):
1 H -1.6054 0.7626 -1.7509
2 C -0.2600 -0.1656 -0.4700
3 H 1.8950 1.1616 0.2244
4 O -1.0416 0.8806 -0.9688
5 H -0.4024 -1.1163 -1.1065
6 H 0.0326 -1.4700 1.5512
7 P 1.5711 -0.1377 -0.0582
8 H -0.2155 0.4008 1.6354
9 C 0.0261 -0.3159 0.9433

Calculated values
* HOMO level: -8.780 eV
* LUMO energy: 0.750 eV
* 2S+1: 1
* energy: -495.700087 Eh
* SMILES string: O[C@@H]1CP1
* relative energy (zero: lowest compared OMol25 entry of this formula, charge and spin): 50.5 kcal/mol

For each atom in turn, the Mulliken charge in e is: atom 1 (H): 0.3401, atom 2 (C): 0.1206, atom 3 (H): 0.0043, atom 4 (O): -0.5392, atom 5 (H): 0.2769, atom 6 (H): 0.1766, atom 7 (P): -0.0675, atom 8 (H): 0.3656, atom 9 (C): -0.6773